[1]
C24H21NP2PdS3Sb as an isolated structure at a distorted geometry. Source: the OMol25 dataset; level of theory: wB97M-V/def2-TZVPD.

The geometry in XYZ format:
```
53
Properties=species:S:1:pos:R:3:forces:R:3
Pd 0.32571 -2.11236 -1.19789 -0.4 -0.8 -0.9
S 0.75235 -3.84182 -5.11228 -0.1 -0.1 -0.1
Sb 0.73525 -4.57703 -2.93154 0.0 0.0 -0.2
S -1.30731 -3.67936 -1.93489 1.6 0.4 0.1
S 2.35282 -3.12189 -1.84300 -1.0 -0.5 0.0
N -0.29085 0.19343 0.23285 -0.7 -0.1 0.0
P -0.26212 -1.33516 1.03735 0.1 0.6 0.8
C -0.82760 -0.84849 2.71358 0.1 0.0 -0.2
C -1.90645 -1.50921 3.28869 0.0 0.0 -0.1
C -2.38028 -1.11349 4.53217 0.0 0.0 0.0
C -1.78141 -0.05388 5.19440 0.0 0.0 0.1
C -0.69794 0.60458 4.62658 0.1 0.1 0.0
C -0.21543 0.20551 3.39107 -0.1 -0.1 0.1
C 1.52416 -1.60148 1.34521 -0.2 -0.1 0.1
C 2.51232 -0.63013 1.21775 0.0 0.0 0.0
C 3.83759 -0.95880 1.46360 0.0 0.1 0.0
C 4.17707 -2.24591 1.85259 0.1 0.0 0.0
C 3.19570 -3.21905 1.98437 -0.1 0.0 0.0
C 1.87674 -2.90285 1.71580 0.0 0.2 0.1
P -1.01024 0.07115 -1.34064 0.5 0.6 0.2
C -2.15010 1.51186 -1.26818 0.0 -0.2 0.0
C -1.62008 2.78240 -1.03392 -0.1 0.0 0.0
C -2.46241 3.87004 -0.87794 0.0 0.0 0.0
C -3.83899 3.69937 -0.95997 0.0 0.0 0.0
C -4.36980 2.44206 -1.19803 -0.1 0.0 0.0
C -3.52713 1.34832 -1.35037 0.0 -0.1 0.0
C 0.27209 0.73976 -2.46582 -0.2 0.0 0.0
C 1.62462 0.47276 -2.26229 -0.1 0.2 0.1
C 2.56123 0.83854 -3.21635 0.0 0.0 0.0
C 2.15387 1.46007 -4.38633 0.1 0.0 0.0
C 0.80872 1.72579 -4.59952 -0.1 0.0 0.0
C -0.12875 1.37254 -3.64258 0.1 -0.1 0.0
H -0.53031 1.01295 0.77912 0.2 0.1 0.0
H -2.37265 -2.32870 2.75466 0.0 0.0 0.0
H -3.21947 -1.63014 4.97963 0.0 0.0 0.0
H -2.15770 0.26344 6.15840 0.0 0.0 0.0
H -0.22558 1.42713 5.14855 0.0 0.0 0.0
H 0.64371 0.70303 2.95597 0.0 0.0 0.0
H 2.24909 0.37717 0.91611 0.0 0.0 0.0
H 4.60765 -0.20571 1.35330 0.0 0.0 0.0
H 5.21246 -2.49488 2.04633 0.0 0.0 0.0
H 3.46307 -4.22414 2.28305 0.0 0.0 0.0
H 1.10007 -3.65640 1.79168 0.1 -0.1 0.0
H -0.54577 2.91827 -0.98310 0.0 0.0 0.0
H -2.04662 4.85221 -0.69234 0.0 0.0 0.0
H -4.49631 4.55035 -0.83681 0.0 0.0 0.0
H -5.44226 2.31040 -1.25959 0.0 0.0 0.0
H -3.94007 0.36305 -1.53107 0.0 0.0 0.0
H 1.96304 0.02443 -1.33434 0.0 -0.1 0.0
H 3.60955 0.62884 -3.04811 0.0 0.0 0.0
H 2.88643 1.73555 -5.13367 0.0 0.0 0.0
H 0.48672 2.19731 -5.51919 0.0 0.0 0.0
H -1.17837 1.58853 -3.80306 0.0 0.0 -0.1
```
Forces are in eV/Å.

**2S+1**: 2
**Energy**: -3227.31651 Ha
**LUMO (spin up / spin down)**: -0.0680 / -0.0739 hartree
**Expectation value of S²**: 0.84
**Molar mass**: 709.77 Da
**Highest occupied orbital energy (spin up / spin down)**: -7.57 / -7.60 eV
**Frontier orbital gap (spin up / spin down)**: 0.2102 / 0.2052 hartree

***

[2]
C24H22AuBN7S2 as an isolated structure. Source: the OMol25 dataset; level of theory: wB97M-V/def2-TZVPD.

The geometry in XYZ format:
```
57
Properties=species:S:1:pos:R:3:forces:R:3
Au -0.43590 0.25178 0.99505 0.3 -0.7 0.4
N 3.88267 -6.76622 -5.30630 0.0 0.0 0.0
C 3.39555 -5.96250 -4.64559 0.1 -0.2 -0.2
C 2.78965 -4.95929 -3.82163 -0.1 0.2 0.2
C 1.80850 -4.12269 -4.35146 0.0 0.0 0.0
C 1.21997 -3.16270 -3.54942 0.0 0.1 0.1
C 1.61144 -3.01568 -2.21933 0.1 -0.1 -0.1
C 2.60820 -3.84206 -1.70277 -0.1 0.0 0.0
C 3.18693 -4.81792 -2.49308 0.0 0.0 0.0
C 0.98560 -1.98757 -1.35222 -0.3 0.1 0.1
C -0.38909 -2.08778 -1.11725 0.2 -0.3 0.0
C -1.27830 -3.09831 -1.58203 0.1 0.2 -0.1
C -2.53880 -2.77212 -1.13752 0.0 -0.1 0.1
C -2.39659 -1.59554 -0.37955 0.0 0.0 -0.1
N -1.12918 -1.19304 -0.36387 0.0 0.4 0.1
C 1.82798 -0.98698 -0.85072 0.3 0.0 -0.2
C 3.17599 -0.74660 -1.23622 -0.2 -0.1 0.1
C 3.61179 0.36660 -0.54959 -0.1 0.2 0.0
C 2.52754 0.79717 0.23387 0.2 0.1 0.1
N 1.47933 -0.00050 0.05380 -0.6 0.2 0.2
H 1.51213 -4.22767 -5.38583 0.0 0.0 0.0
H 0.46539 -2.50261 -3.95675 0.0 0.0 0.0
H 2.91449 -3.72782 -0.67114 0.0 0.0 0.0
H 3.94479 -5.47314 -2.08667 0.0 0.0 0.0
H -0.99822 -3.94422 -2.18606 0.0 0.0 0.0
H -3.46108 -3.30478 -1.29989 0.0 0.0 0.0
H -3.17322 -1.03266 0.12066 0.0 0.0 0.0
H 3.73323 -1.33975 -1.94193 0.0 0.0 0.0
H 4.57810 0.83977 -0.60275 0.0 0.0 0.0
H 2.49299 1.62659 0.92617 -0.1 0.0 0.0
C 0.43711 3.57447 -1.56050 0.0 -0.1 -0.2
N 0.24177 3.95941 -0.17236 0.1 0.4 0.2
C 1.01649 4.81120 0.54061 0.1 -0.2 -0.3
C 0.48013 4.88350 1.80040 -0.2 -0.2 0.4
N -0.61029 4.08456 1.85851 0.3 0.3 -0.3
B -1.56962 4.11603 3.10526 -0.2 0.0 0.3
N -2.39328 2.80709 3.21714 0.1 -0.2 0.1
C -3.75873 2.74379 3.29974 -0.1 0.0 0.0
C -4.11506 1.44866 3.48516 -0.1 0.1 0.0
N -2.95302 0.71706 3.50553 0.0 0.2 -0.1
C -2.86509 -0.71298 3.73676 0.0 -0.2 0.1
C -1.91177 1.56497 3.33596 -0.2 0.0 0.0
S -0.25464 1.08796 3.23222 0.3 -0.1 -0.3
C -0.76530 3.52030 0.64014 -0.4 -0.7 -0.3
S -1.87745 2.34458 0.14076 0.2 0.5 -0.1
H 1.25927 4.15604 -1.96707 0.0 0.0 0.0
H -0.46505 3.77686 -2.13276 0.0 0.0 0.0
H 0.66502 2.51210 -1.63393 0.0 0.0 0.1
H 1.88745 5.28872 0.12557 0.0 0.0 0.0
H 0.81469 5.43767 2.66024 0.0 0.0 0.0
H -2.33239 5.02727 2.95052 -0.1 0.0 -0.1
H -0.88782 4.25329 4.07879 0.2 0.0 0.0
H -4.37112 3.62427 3.21788 0.0 0.0 0.0
H -5.08471 0.99826 3.60414 0.0 0.0 0.0
H -3.84748 -1.15410 3.59120 0.0 0.1 0.0
H -2.53310 -0.91561 4.75382 0.0 0.0 0.0
H -2.15788 -1.16711 3.04630 0.0 0.0 0.0
```
Forces are in eV/Å.

**2S+1**: 3
**Net charge**: +1
**Energy**: -2267.76227 Ha
**LUMO (spin up / spin down)**: -0.1415 / -0.2354 hartree
**Expectation value of S²**: 2.02
**Molar mass**: 680.40 Da
**Highest occupied orbital energy (spin up / spin down)**: -10.79 / -10.80 eV
**Frontier orbital gap (spin up / spin down)**: 0.2551 / 0.1614 hartree

***

[3]
C24H22BBr4N11O4S3W as an isolated structure at a distorted geometry. Source: the OMol25 dataset; level of theory: wB97M-V/def2-TZVPD.

The geometry in XYZ format:
```
70
Properties=species:S:1:pos:R:3:forces:R:3
W 1.07688 1.42802 0.41387 -0.6 0.8 -0.4
C -4.12801 -2.22599 0.48827 0.0 0.0 0.0
C -3.56229 -1.18366 -0.39686 0.0 -0.1 -0.1
N -3.89322 -0.95851 -1.63444 0.1 0.0 0.0
N -3.06590 0.05327 -2.01468 0.0 0.0 -0.1
C -2.25450 0.47945 -1.04060 0.0 0.1 0.0
S -1.20816 1.80469 -1.08715 0.2 -0.1 0.0
N -2.57654 -0.31927 -0.00169 0.2 -0.1 0.2
N -1.96308 -0.32928 1.25864 -0.3 -0.1 -0.1
H -4.89119 -2.77460 -0.05731 0.0 0.0 0.0
H -4.58027 -1.78658 1.37865 0.0 0.0 0.0
H -3.34136 -2.91107 0.80839 0.0 0.0 0.0
H -3.04723 0.38328 -2.96414 -0.1 0.0 0.0
H -1.33927 0.48985 1.30683 -0.2 0.0 0.0
H -2.69527 -0.15402 1.94246 0.0 0.1 0.0
Br -2.23791 7.59454 1.00507 0.0 0.0 0.0
C -1.68670 5.81521 1.29109 0.0 0.0 0.0
C -2.34374 5.00569 2.21554 0.0 0.0 0.0
Br -3.81006 5.66604 3.19853 0.0 0.0 0.0
C -1.91889 3.68873 2.41191 0.1 0.0 0.2
Br -2.77243 2.51283 3.62184 0.0 0.0 0.0
C -0.83143 3.19218 1.71646 0.0 0.1 -0.1
O -0.38722 1.94300 1.78223 0.2 0.0 0.0
C -0.19274 4.00061 0.76857 0.0 0.0 -0.1
O 0.77409 3.40967 0.07516 0.0 -0.1 0.0
C -0.61351 5.30184 0.55821 0.0 0.0 0.0
Br 0.27626 6.27744 -0.78594 0.0 0.0 0.0
N -1.80470 -6.62477 -1.64507 0.0 0.0 0.1
C -1.17452 -5.40206 -1.71415 0.0 0.0 0.0
C -1.89126 -4.25045 -2.05371 0.0 0.0 0.0
C -1.25801 -3.02353 -2.08595 0.0 -0.1 0.0
C 0.08613 -2.92278 -1.76443 -0.1 0.0 0.0
C 0.81488 -4.06221 -1.44175 0.0 0.0 0.0
C 0.19137 -5.28994 -1.41966 0.0 0.0 0.0
S 0.86643 -1.36159 -1.85453 0.2 0.0 0.0
O 2.26761 -1.59519 -2.10724 0.0 0.0 0.0
O 0.14811 -0.54733 -2.79887 0.0 0.0 0.0
N 0.67179 -0.61173 -0.39495 0.0 -0.4 -0.1
C 0.90222 -1.21687 0.80158 0.1 -0.2 0.0
N 1.02525 -0.22525 1.71175 0.1 -0.2 0.1
C 1.19061 -0.50714 2.99608 0.0 -0.1 0.1
C 1.25013 -1.83005 3.38585 0.0 0.0 0.0
C 1.19024 -2.78490 2.37626 0.0 -0.1 0.1
N 1.03746 -2.50266 1.08689 0.0 0.1 -0.1
H -2.69034 -6.72361 -2.10847 0.0 0.0 0.0
H -1.23155 -7.44972 -1.64681 0.0 0.0 0.0
H -2.94102 -4.32434 -2.31430 0.0 0.0 0.0
H -1.80097 -2.14570 -2.39431 0.0 0.1 0.0
H 1.86648 -3.97552 -1.20856 0.0 0.0 0.0
H 0.75770 -6.17964 -1.17114 0.0 0.0 0.0
H 1.28262 0.33216 3.67363 0.0 0.0 0.0
H 1.37589 -2.10241 4.42193 0.0 0.0 0.0
H 1.27878 -3.83889 2.61882 0.0 0.0 0.0
S 3.54440 0.40820 -0.02707 -0.1 0.1 0.2
C 3.15354 1.07596 -1.48746 0.0 0.2 -0.1
N 3.85495 0.99506 -2.64257 0.1 -0.2 0.2
C 3.47690 1.63265 -3.76773 0.0 0.1 -0.2
C 2.35948 2.40783 -3.75266 0.0 0.0 0.0
C 1.61706 2.45158 -2.56341 0.0 0.2 -0.2
N 1.99300 1.78897 -1.49158 0.1 -0.2 0.0
H 4.65793 0.38142 -2.63872 0.0 0.0 0.0
H 4.10812 1.49560 -4.63316 0.0 0.0 0.0
H 2.03756 2.94646 -4.62848 0.0 0.0 0.0
H 0.71326 3.03719 -2.47387 0.0 0.0 0.0
B 4.06186 2.80935 3.88385 0.0 0.0 0.0
C 3.03992 2.50278 2.72508 0.2 0.1 0.3
N 2.31252 2.22651 1.87171 0.2 -0.1 0.0
H 5.16411 2.59319 3.42450 0.0 0.0 0.0
H 3.91871 3.96618 4.20564 0.0 0.0 0.0
H 3.78901 2.04386 4.78815 0.0 0.0 0.0
```
Forces are in eV/Å.

**2S+1**: 1
**Energy**: -13413.69713 Ha
**LUMO (spin up / spin down)**: -0.0420 / -0.0420 hartree
**Molar mass**: 1138.98 Da
**Highest occupied orbital energy (spin up / spin down)**: -7.16 / -7.16 eV
**Frontier orbital gap (spin up / spin down)**: 0.2213 / 0.2212 hartree

***

[4]
C24H22BN4PPt as an isolated structure. Source: the OMol25 dataset; level of theory: wB97M-V/def2-TZVPD.

The geometry in XYZ format:
```
53
Properties=species:S:1:pos:R:3:forces:R:3
Pt -0.30575 -0.63842 -1.02712 -0.2 0.4 0.6
C 1.65416 3.21251 5.00046 0.0 0.0 0.0
C 0.43709 3.30976 4.33761 0.0 0.0 0.0
C 0.28268 2.73363 3.08741 0.0 0.0 0.0
C 1.34344 2.05821 2.48404 -0.3 0.2 -0.1
C 2.56089 1.97350 3.15324 0.0 0.0 0.0
C 2.71511 2.54373 4.40971 0.0 0.0 0.0
P 1.22560 1.22409 0.85755 0.5 -0.3 0.2
C -0.07142 -0.02864 1.25944 0.4 -0.2 -0.4
C -1.45939 0.14733 1.14521 0.0 0.0 -0.4
C -2.33162 -0.73931 1.79925 0.0 -0.1 0.2
C -1.83153 -1.80445 2.51011 -0.1 0.1 0.0
C -0.45005 -2.04842 2.53879 0.1 0.0 0.0
C 0.41591 -1.18764 1.91400 -0.3 -0.1 0.2
C 0.24051 2.21199 -0.28470 0.1 0.0 0.2
C 0.02184 3.58195 -0.31423 0.1 0.0 0.0
C -0.69256 4.13432 -1.36967 0.0 0.0 0.0
C -1.17988 3.31240 -2.37436 0.0 0.0 0.0
C -0.96379 1.93826 -2.32940 0.0 0.0 -0.1
C -0.25138 1.36313 -1.27896 -0.2 0.0 -0.2
H 1.77465 3.66029 5.97843 0.0 0.0 0.0
H -0.39055 3.83257 4.79991 0.0 0.0 0.0
H -0.66977 2.80402 2.57411 0.0 0.0 0.0
H 3.38838 1.45651 2.68186 0.0 0.0 0.0
H 3.66408 2.46979 4.92467 0.0 0.0 0.0
H -1.85181 1.03976 0.67325 0.0 0.0 0.1
H -3.39870 -0.56130 1.75665 0.0 0.0 0.0
H -2.50602 -2.47949 3.02090 0.0 0.0 0.0
H -0.06866 -2.91839 3.05699 0.0 0.0 0.0
H 1.48518 -1.35736 1.94218 0.0 0.0 0.0
H 0.41080 4.21449 0.47577 0.0 0.0 0.0
H -0.86524 5.20200 -1.40870 0.0 0.0 0.0
H -1.73368 3.74013 -3.20074 0.0 0.0 0.0
H -1.35424 1.31311 -3.12505 0.0 0.0 0.0
B 0.64123 -3.47490 -2.82281 0.1 0.1 0.0
N -0.64446 -3.54296 -1.96292 0.0 0.0 0.0
C -1.45482 -4.60215 -1.91676 -0.1 0.0 -0.1
C -2.38493 -4.41450 -0.91189 0.0 0.0 0.0
C -2.05534 -3.17558 -0.37770 -0.1 0.0 0.0
N -0.99185 -2.66165 -0.99991 0.2 -0.2 -0.2
N 0.86631 -2.03306 -3.39626 0.1 -0.3 0.0
C 1.53457 -1.80096 -4.52923 0.0 0.1 0.1
C 1.97406 -0.48807 -4.53792 0.0 0.0 0.0
C 1.52322 0.03713 -3.33486 0.0 -0.1 -0.1
N 0.86713 -0.91174 -2.65537 -0.5 0.3 -0.1
H 0.47804 -4.18969 -3.77712 0.0 -0.1 0.0
H 1.60061 -3.78318 -2.15695 0.0 0.1 0.0
H -1.31862 -5.41556 -2.60789 0.0 0.0 0.0
H -3.19007 -5.06574 -0.62406 0.0 0.0 0.0
H -2.54561 -2.63064 0.40363 0.0 0.0 -0.1
H 1.68985 -2.59855 -5.23416 0.0 0.0 0.0
H 2.54442 0.01130 -5.29975 0.0 0.0 0.0
H 1.62199 1.02642 -2.92669 0.0 0.0 0.0
```
Forces are in eV/Å.

**2S+1**: 1
**Energy**: -1632.32331 Ha
**LUMO**: -0.0021 hartree
**Molar mass**: 603.33 Da
**Highest occupied orbital energy**: -8.11 eV
**Frontier orbital gap**: 0.2960 hartree